{
  "formula": "C57H114NO17",
  "method": "wB97M-V/def2-TZVPD",
  "symbols": ["C", "C", "C", "C", "C", "C", "N", "O", "C", "C", "C", "H", "H", "H", "H", "H", "H", "H", "H", "H", "H", "H", "H", "H", "H", "H", "H", "H", "H", "C", "C", "O", "C", "H", "H", "H", "H", "H", "H", "C", "C", "O", "C", "H", "H", "H", "H", "H", "H", "C", "C", "O", "C", "H", "H", "H", "H", "H", "H", "C", "C", "O", "C", "H", "H", "H", "H", "H", "H", "C", "C", "O", "C", "H", "H", "H", "H", "H", "H", "C", "C", "O", "C", "H", "H", "H", "H", "H", "H", "C", "C", "O", "C", "H", "H", "H", "H", "H", "H", "C", "C", "O", "C", "H", "H", "H", "H", "H", "H", "C", "C", "O", "C", "H", "H", "H", "H", "H", "H", "C", "C", "O", "C", "H", "H", "H", "H", "H", "H", "C", "C", "O", "C", "H", "H", "H", "H", "H", "H", "C", "C", "O", "C", "H", "H", "H", "H", "H", "H", "C", "C", "O", "C", "H", "H", "H", "H", "H", "H", "C", "C", "O", "C", "H", "H", "H", "H", "H", "H", "C", "C", "O", "C", "H", "H", "H", "H", "H", "H", "C", "C", "O", "C", "H", "H", "H", "H", "H", "H"],
  "coordinates": [[1.4936, 1.2314, -1.1414], [1.2579, 0.8742, 0.3322], [0.0163, 1.6124, 0.8064], [-1.2592, 1.0369, 0.2274], [-1.3723, -0.4312, 0.5853], [-0.0783, -1.2106, 0.2290], [1.0962, -0.5156, 0.6691], [2.2115, -1.2151, 0.3665], [-0.0982, -1.5756, -1.2416], [-0.1590, -2.4832, 1.0583], [2.4273, 1.3794, 1.1518], [0.5356, 1.3926, -1.6620], [1.9846, 0.4505, -1.7255], [2.0901, 2.1454, -1.2406], [0.1155, 2.6610, 0.4466], [-0.0304, 1.6891, 1.8979], [-1.3116, 1.1905, -0.8605], [-2.0643, 1.6860, 0.6122], [-2.2013, -0.8349, -0.0206], [-1.6436, -0.5634, 1.6363], [-0.1917, -0.6967, -1.8928], [-0.9611, -2.2145, -1.4799], [0.8522, -2.0700, -1.4718], [0.6703, -3.1523, 0.7784], [-1.0821, -3.0687, 0.9437], [-0.0176, -2.3278, 2.1313], [3.3762, 0.9689, 0.8124], [2.2567, 1.1334, 2.2021], [2.5067, 2.4729, 1.0303], [0.1559, -7.8815, -0.8345], [0.2183, -6.5047, -0.2325], [1.1874, -5.8380, -0.3357], [-1.0357, -5.9519, 0.3885], [-0.4463, -7.8328, -1.7533], [-0.4188, -8.5566, -0.1902], [1.1543, -8.2412, -1.0495], [-1.8524, -6.6708, 0.2744], [-1.2950, -5.0395, -0.1423], [-0.9586, -5.7267, 1.4474], [-2.0569, 4.0482, 3.1209], [-1.2091, 4.7672, 4.1184], [-0.0195, 4.7754, 4.0589], [-1.9168, 5.3884, 5.2808], [-2.8181, 4.7477, 2.7584], [-2.5655, 3.2018, 3.5934], [-1.4905, 3.6825, 2.2698], [-1.2424, 6.0542, 5.8213], [-2.1502, 4.5952, 6.0083], [-2.8502, 5.9040, 5.0660], [-4.2585, 0.7141, 2.3847], [-4.8379, 1.6680, 1.3687], [-5.3048, 2.7266, 1.6907], [-4.7896, 1.2422, -0.0718], [-3.1688, 0.7179, 2.2748], [-4.6537, -0.2964, 2.3139], [-4.5197, 1.0885, 3.3766], [-3.8052, 1.4427, -0.4908], [-5.4994, 1.8132, -0.6672], [-5.0223, 0.1754, -0.1132], [-4.0590, -0.9831, -3.0786], [-3.7317, -1.8634, -4.2603], [-3.5031, -1.3779, -5.3292], [-3.7020, -3.3558, -4.0727], [-5.1388, -0.9529, -2.9363], [-3.6765, 0.0213, -3.2750], [-3.5177, -1.3302, -2.1903], [-4.6540, -3.7329, -3.7198], [-2.8729, -3.5740, -3.4019], [-3.4633, -3.7653, -5.0519], [-2.5368, -0.4043, 5.3215], [-2.8242, -1.7587, 4.7120], [-2.5385, -2.0113, 3.5624], [-3.3491, -2.8362, 5.6314], [-3.3412, -0.0318, 5.9558], [-2.3682, 0.2885, 4.5017], [-1.6162, -0.5189, 5.9020], [-2.7736, -2.8360, 6.5610], [-3.2218, -3.8175, 5.1796], [-4.4112, -2.7001, 5.8449], [1.4349, -6.1925, 3.3481], [0.8549, -4.9707, 3.9699], [1.5309, -4.0591, 4.2703], [-0.6505, -4.8833, 4.1283], [2.4657, -6.0279, 3.0395], [0.8966, -6.4830, 2.4409], [1.4022, -7.0468, 4.0321], [-0.8953, -3.8327, 3.9913], [-1.0064, -5.2050, 5.1078], [-1.1425, -5.4676, 3.3507], [0.2795, 1.6116, 5.4981], [0.7145, 0.8196, 6.6996], [0.7317, -0.3765, 6.6935], [1.1458, 1.5865, 7.9150], [1.0347, 2.3766, 5.3135], [-0.6939, 2.0682, 5.7077], [0.1658, 0.9524, 4.6420], [2.0195, 2.2081, 7.6950], [1.3430, 0.9356, 8.7553], [0.3587, 2.3070, 8.1859], [0.1417, 3.1845, -3.9617], [-0.8532, 2.0565, -3.9824], [-1.9599, 2.1525, -3.5141], [-0.3043, 0.7751, -4.5460], [0.3238, 3.6035, -4.9532], [1.0921, 2.7918, -3.5836], [-0.1173, 3.9774, -3.2560], [-0.8203, -0.0550, -4.0660], [0.7713, 0.7099, -4.4262], [-0.5514, 0.6929, -5.6118], [4.1538, 4.0397, -4.7271], [4.1098, 2.9726, -3.6942], [3.4508, 1.9956, -3.8491], [4.7969, 3.2033, -2.3820], [3.5809, 4.9086, -4.3941], [3.6964, 3.7055, -5.6586], [5.1855, 4.3282, -4.9390], [4.1362, 3.6798, -1.6650], [5.6816, 3.8394, -2.4875], [5.1087, 2.2447, -1.9649], [2.6783, -1.3265, -4.2871], [3.3923, -2.6590, -4.3416], [3.5223, -3.3895, -3.3637], [3.9498, -3.0677, -5.6959], [1.7243, -1.4436, -4.8220], [3.2820, -0.5406, -4.7357], [2.4041, -1.0934, -3.2574], [3.1405, -3.3691, -6.3690], [4.6312, -3.9088, -5.5827], [4.5065, -2.2563, -6.1735], [1.5964, 4.9564, -0.4282], [1.7427, 6.0440, -1.4527], [2.5087, 5.9459, -2.3808], [0.8382, 7.2432, -1.3400], [0.6210, 4.4764, -0.5279], [1.7832, 5.3632, 0.5599], [2.3212, 4.1752, -0.6289], [0.3545, 7.3359, -0.3717], [0.0327, 7.2168, -2.0797], [1.4317, 8.1141, -1.6330], [5.4111, -0.8889, 0.8699], [5.8077, -0.3103, -0.4469], [6.8849, 0.2196, -0.5871], [4.8657, -0.4285, -1.5967], [5.1585, -1.9477, 0.7889], [4.5450, -0.3842, 1.2983], [6.2735, -0.8305, 1.5382], [4.4935, -1.4536, -1.6576], [5.3571, -0.1497, -2.5312], [4.0127, 0.2451, -1.4881], [0.4742, -6.1865, -5.5694], [-0.1827, -5.9399, -4.2281], [-1.1234, -6.6099, -3.8959], [0.4523, -4.9137, -3.3325], [-0.2639, -5.9598, -6.3338], [0.7779, -7.2283, -5.5966], [1.3449, -5.5429, -5.6736], [-0.2441, -4.6340, -2.5479], [0.7548, -4.0334, -3.8928], [1.2999, -5.4279, -2.8672], [-2.8390, 4.1899, -0.5074], [-2.6292, 5.6030, -0.9347], [-2.1361, 6.3881, -0.1912], [-3.0637, 6.0365, -2.3080], [-3.0146, 4.1863, 0.5665], [-1.9418, 3.5927, -0.6856], [-3.7068, 3.7500, -0.9918], [-2.3749, 6.8069, -2.6516], [-4.0626, 6.4802, -2.2170], [-3.1410, 5.2529, -3.0605], [-6.2015, -3.1194, -0.7216], [-4.7953, -3.3981, -0.2840], [-4.0580, -4.0901, -0.9599], [-4.3641, -2.8643, 1.0667], [-6.3096, -3.1879, -1.7984], [-6.4686, -2.1048, -0.4117], [-6.8386, -3.8445, -0.2170], [-3.8225, -1.9279, 0.8670], [-3.6751, -3.5572, 1.5326], [-5.1800, -2.6060, 1.7458], [5.2815, 2.3180, 1.8868], [5.2778, 3.7494, 2.3167], [6.1277, 4.1821, 3.0593], [4.2883, 4.6647, 1.6822], [6.2278, 1.8438, 2.0921], [4.9600, 2.2630, 0.8429], [4.5021, 1.7740, 2.4401], [4.5800, 4.9942, 0.6806], [4.2664, 5.6000, 2.2509], [3.2878, 4.2487, 1.6790]],
  "charge": -1,
  "orbital_gap_ev": 3.968,
  "fmax_ev_per_a": 3.1,
  "relative_energy_ev": 0.000
}